C48H120CdK2N8O4S | ωB97M-V/def2-TZVPD

Structure (XYZ):
```
184
C48H120CdK2N8O4S, DFT ωB97M-V/def2-TZVPD
K -2.18274 -0.82521 -1.98071
K -0.62873 2.91156 -3.23593
Cd 1.69290 1.07879 1.82511
S 0.17304 0.31174 -0.04920
O -0.34340 1.04247 -1.18752
O -0.16145 -1.08216 -0.11618
O 1.63010 0.44511 0.03096
O -0.13827 0.86280 1.26859
C -1.90596 2.82159 3.66193
C -2.26622 4.31478 3.76440
N -1.55870 4.98160 4.88503
C -1.96737 4.50526 6.20289
C -1.69674 5.45211 7.30607
C -0.15286 5.15771 4.69499
C 0.09897 6.00782 3.41340
H -0.88283 2.65292 3.32598
H -2.52292 2.33604 2.90582
H -1.98377 2.27308 4.60064
H -2.11538 4.82554 2.81336
H -3.33212 4.44714 3.95003
H -3.03236 4.27633 6.16424
H -1.46033 3.56729 6.42921
H -0.62810 5.65098 7.38698
H -2.16253 6.39743 7.02769
H -2.04609 5.08023 8.26927
H 0.35842 4.19652 4.64198
H 0.24172 5.75438 5.51742
H 0.07888 5.42983 2.48949
H 1.11733 6.39642 3.41901
H -0.67046 6.77898 3.37610
C -1.92730 -3.86459 5.10334
C -1.31807 -4.56302 3.92849
N 0.17174 -4.35208 3.75191
C 0.66862 -4.92561 2.46464
C 0.06150 -4.22103 1.24578
C 0.97659 -4.83070 4.88626
C 0.82614 -6.30880 5.30704
H -3.00386 -4.00511 5.00656
H -1.72647 -2.79326 5.10644
H -1.64753 -4.18455 6.10706
H -1.50316 -5.63544 3.98969
H -1.84690 -4.18683 3.05275
H 1.73337 -4.69903 2.40939
H 0.51048 -6.00208 2.39894
H -1.00731 -4.39672 1.12383
H 0.24012 -3.15473 1.38431
H 0.64159 -4.54057 0.38005
H 0.92006 -4.15129 5.73674
H 2.00617 -4.67313 4.56493
H 0.83156 -6.93987 4.41832
H -0.03308 -6.45291 5.96207
H 1.66581 -6.61740 5.92979
C -0.85784 -4.37639 -2.16046
C -1.45596 -4.12641 -3.55473
N -2.68690 -3.29168 -3.55364
C -3.26336 -3.05399 -4.90521
C -2.23871 -2.40183 -5.85722
C -3.69829 -3.74046 -2.62749
C -4.09812 -5.18674 -2.81980
H -0.02246 -5.07553 -2.19846
H -1.56793 -4.72326 -1.40977
H -0.43487 -3.41987 -1.85342
H -0.61946 -3.63548 -4.05208
H -1.65550 -5.07009 -4.06242
H -3.66666 -3.98654 -5.29994
H -4.13657 -2.42075 -4.74833
H -2.78304 -1.98930 -6.70670
H -1.73019 -1.53777 -5.42954
H -1.45766 -3.09298 -6.17403
H -4.61908 -3.17294 -2.76231
H -3.39638 -3.55176 -1.59728
H -4.89283 -5.42783 -2.11382
H -3.31676 -5.93349 -2.67861
H -4.57797 -5.34382 -3.78581
C 4.32962 -0.78697 1.19512
C 3.13418 -1.38326 1.98382
N 2.48138 -0.47804 2.95256
C 3.40896 -0.04311 4.09008
C 3.76665 -1.09137 5.20558
C 1.22705 -1.12903 3.41107
C 0.43445 -0.32429 4.39161
H 4.16449 0.14002 0.64601
H 4.55961 -1.52375 0.42549
H 5.21326 -0.73962 1.83154
H 2.33002 -1.64420 1.29583
H 3.36568 -2.33365 2.46473
H 4.34829 0.20633 3.59658
H 3.03837 0.81827 4.64575
H 2.85514 -1.40276 5.71577
H 4.16154 -2.02437 4.80347
H 4.52283 -0.69281 5.88192
H 1.49821 -2.05734 3.91387
H 0.51806 -1.44498 2.64582
H 0.22058 0.64382 3.93869
H 0.98932 -0.13807 5.31114
H -0.52307 -0.81315 4.57124
C 1.77805 3.60414 -6.15815
C 1.75722 2.07223 -5.75877
N 1.90050 1.85730 -4.27408
C 3.05669 2.56515 -3.75897
C 2.99254 2.59225 -2.21441
C 1.88498 0.41392 -4.02195
C 0.61230 -0.33379 -4.50325
H 2.74084 4.09407 -6.01289
H 0.96126 4.15678 -5.69389
H 1.44544 3.69452 -7.19222
H 0.81151 1.67752 -6.13018
H 2.59331 1.57628 -6.25182
H 3.93530 2.05111 -4.14873
H 2.96189 3.61108 -4.05078
H 3.85915 3.12693 -1.82556
H 2.12453 3.11313 -1.81025
H 2.99933 1.62093 -1.71986
H 1.96034 0.14510 -2.96831
H 2.75842 -0.02929 -4.50025
H 0.58934 -1.38715 -4.22395
H 0.48300 -0.37179 -5.58489
H -0.29774 0.06397 -4.05413
C -6.32328 -0.66825 -1.09141
C -5.59390 -0.82578 0.28146
N -4.21005 -0.34021 0.33592
C -4.03274 1.04698 -0.10430
C -5.00151 2.06828 0.53243
C -3.60765 -0.47687 1.67912
C -3.61690 -1.93168 2.15043
H -6.25810 0.32844 -1.52784
H -7.35666 -0.97439 -0.92857
H -5.87121 -1.32980 -1.83039
H -6.20727 -0.32389 1.02978
H -5.62644 -1.89838 0.47268
H -3.02238 1.41213 0.07994
H -4.18974 1.07478 -1.18257
H -4.85933 3.11372 0.25867
H -6.00898 1.77736 0.23499
H -4.98941 2.04604 1.62214
H -4.10454 0.09133 2.46548
H -2.56981 -0.19641 1.49932
H -3.02178 -2.61632 1.54611
H -4.61890 -2.35096 2.24156
H -3.18484 -1.96315 3.15065
C -1.30132 4.07347 0.06418
C -0.37291 5.14155 -0.57327
N -0.75981 5.53659 -1.97183
C 0.23414 6.51837 -2.45438
C 1.65225 5.88610 -2.69237
C -2.13355 6.04195 -2.02271
C -2.58976 6.29607 -3.45384
H -0.89946 3.74216 1.02170
H -1.39560 3.18976 -0.56691
H -2.30286 4.41917 0.32015
H -0.32569 6.02390 0.06495
H 0.62683 4.70776 -0.59448
H -0.14801 6.99830 -3.35534
H 0.39532 7.31869 -1.73215
H 2.25066 6.53498 -3.33187
H 2.15448 5.71595 -1.74005
H 1.50005 4.94469 -3.22028
H -2.24082 6.95273 -1.43358
H -2.80932 5.32095 -1.56271
H -3.65016 6.48739 -3.61826
H -2.20591 5.56501 -4.16540
H -2.22283 7.25705 -3.81439
C 5.83762 -0.53778 -2.30946
C 5.58127 -1.68165 -3.20617
N 4.81553 -2.78765 -2.58405
C 3.43498 -2.36582 -2.38409
C 2.68534 -3.30777 -1.36505
C 4.96173 -4.01277 -3.31725
C 6.20734 -4.86343 -2.96398
H 6.37360 -0.83869 -1.40931
H 4.95411 0.01644 -1.99266
H 6.46232 0.18650 -2.83222
H 5.12825 -1.26592 -4.10620
H 6.53130 -2.08470 -3.55701
H 3.28944 -1.37925 -1.94409
H 2.96897 -2.31045 -3.36789
H 3.35007 -3.58141 -0.54569
H 1.79911 -2.77489 -1.02045
H 2.33056 -4.22764 -1.82987
H 4.93279 -3.89011 -4.39994
H 4.05212 -4.59198 -3.15845
H 7.10034 -4.25714 -3.11590
H 6.26498 -5.78106 -3.54942
H 6.18960 -5.06200 -1.89237
```

The total energy comes out at -4405.160762 a.u. As for the molecular weight: 1096.22 u. The total charge is +2. The HOMO energy comes out at -0.4276 hartree. As for the LUMO energy: -5.693 eV. The maximum force is 7.56 eV/Å. As for the frontier orbital gap: 5.94 eV.

***

C25H36BeCl4N4O5 | ωB97M-V/def2-TZVPD

Structure (XYZ):
```
75
C25H36BeCl4N4O5, DFT ωB97M-V/def2-TZVPD
C -5.12939 0.34860 -1.00648
C -3.91573 0.61623 -0.06435
C -4.05191 1.16767 1.30344
C -2.86510 1.41112 2.15737
C -1.55381 1.05928 1.57791
C -0.27270 1.33317 2.43027
N 0.48128 2.54961 2.01746
C -0.05896 3.55977 1.24577
C 0.69746 4.76724 0.86536
C 2.09990 4.92613 1.32575
C 2.64313 3.81403 2.13705
C 1.79223 2.66150 2.47086
C -1.37260 0.48756 0.23613
C -2.57201 0.25994 -0.59862
H -4.83426 -0.27790 -1.89283
H -5.59533 1.27908 -1.42096
H -5.85447 -0.28799 -0.41661
H -5.04575 1.45696 1.73110
H -2.92679 1.83058 3.19045
H 0.36672 0.40317 2.35788
H -0.58438 1.37922 3.51695
H -1.11807 3.51554 0.89255
H 0.17156 5.54725 0.25565
H 2.66333 5.84703 1.05099
H 3.69405 3.90387 2.50820
H 2.27153 1.87436 3.10930
H -0.34725 0.23007 -0.14648
H -2.50097 -0.14411 -1.64463
C -5.94783 -3.45116 -2.40136
Cl -4.52980 -2.82226 -1.53991
Cl -5.56641 -5.04043 -3.08450
Cl -7.30400 -3.60189 -1.27115
Cl -6.38636 -2.33458 -3.70738
C 3.09924 -4.32154 -3.95015
C 2.65487 -2.96739 -3.32918
C 3.30796 -2.77548 -1.94542
C 2.68822 -3.63752 -0.84711
C 1.17796 -3.45256 -0.80597
C 0.50820 -3.68513 -2.16938
N 1.16333 -2.91845 -3.26818
O 0.80301 -1.64204 -3.14009
C 0.52698 -5.19802 -2.48254
C -0.99204 -3.35776 -2.04917
C 3.24839 -1.90206 -4.27356
H 3.83659 -4.18572 -4.74354
H 3.55203 -4.99009 -3.21518
H 2.27107 -4.84785 -4.42555
H 3.22307 -1.72482 -1.64275
H 4.37965 -2.98533 -2.00950
H 2.94959 -4.68849 -1.00345
H 3.12518 -3.35677 0.11543
H 0.75559 -4.13112 -0.05826
H 0.96009 -2.43810 -0.44684
H 0.13166 -5.39591 -3.48159
H -0.09820 -5.74671 -1.77412
H 1.51767 -5.64486 -2.41117
H -1.16891 -2.33552 -1.70519
H -1.47888 -4.01518 -1.32703
H -1.49922 -3.48526 -3.00935
H 2.81055 -1.97159 -5.27248
H 4.32723 -2.04081 -4.37166
H 3.10303 -0.88483 -3.90479
C 4.21300 6.77725 4.63931
O 5.13566 6.20101 4.09167
N 2.95764 6.25681 4.69375
N 4.36107 7.99412 5.24085
H 2.17930 6.71018 5.13656
H 2.81950 5.36187 4.25803
H 5.28083 8.40660 5.22283
H 3.61502 8.48870 5.69875
C -5.75892 -0.74518 3.34132
O -5.86997 0.39041 3.88904
O -4.94656 -1.62403 3.68125
O -6.44157 -1.14257 2.38363
Be 5.02380 9.38311 3.48558
```

The total energy comes out at -3424.327529 a.u. As for the molecular weight: 623.41 u. The total charge is +1. The HOMO energy comes out at -0.3375 hartree. The energy above the lowest of the compared OMol25 structures with the same formula, charge and spin comes out at 70.4 kcal/mol. Its spin multiplicity is 2. As for the LUMO energy: -7.410 eV. The maximum force is 3.78 eV/Å. As for the frontier orbital gap: 1.77 eV.

***

What is the formula in the second record? C25H36BeCl4N4O5

***

Among the records above, which one has the lowest molecular weight? C25H36BeCl4N4O5

***

Among the records above, which one has the lowest frontier orbital gap? C25H36BeCl4N4O5

***

molecular weight of number 1 (C48H120CdK2N8O4S)? 1096.22 u